Below is the molecule C14H28N2O3S, with properties calculated with ωB97M-V/def2-TZVPD.

Positions of all 48 atoms, in Å:
C  -5.451  -2.282  0.458
H  -6.438  -2.531  0.840
H  -5.563  -1.727  -0.470
H  -4.918  -3.206  0.244
C  -4.684  -1.441  1.470
C  -3.335  -1.017  0.925
H  -2.775  -1.849  0.509
H  -2.745  -0.491  1.671
S  -3.583  0.163  -0.452
O  -3.699  -0.569  -1.680
O  -4.631  1.074  -0.100
N  -2.182  1.046  -0.561
C  -1.908  1.972  0.514
C  -0.896  3.020  0.052
H  -1.345  3.634  -0.729
H  -0.638  3.655  0.900
C  0.371  2.360  -0.505
C  1.182  1.668  0.595
O  0.787  1.495  1.730
N  2.409  1.278  0.186
H  2.671  1.407  -0.776
C  3.302  0.528  1.042
C  3.152  -0.992  0.899
H  2.085  -1.216  0.829
C  3.883  -1.649  -0.281
C  3.439  -1.106  -1.637
H  2.354  -1.093  -1.711
H  3.826  -1.736  -2.436
H  3.822  -0.100  -1.798
C  5.400  -1.546  -0.139
H  5.736  -0.515  -0.225
H  5.889  -2.123  -0.921
H  5.723  -1.934  0.824
H  3.618  -2.713  -0.247
H  3.521  -1.451  1.818
H  4.328  0.842  0.844
H  3.039  0.806  2.066
C  -0.025  1.357  -1.598
C  -1.017  0.342  -1.034
H  -1.358  -0.348  -1.808
H  -0.541  -0.229  -0.221
H  0.848  0.836  -1.995
H  -0.507  1.895  -2.415
H  1.011  3.135  -0.943
H  -2.858  2.439  0.776
H  -1.500  1.455  1.392
H  -5.253  -0.538  1.697
H  -4.545  -2.004  2.398

Results
Net charge: 0
SMILES: CCCS(=O)(=O)N1CCC(C(=O)NCCC(C)C)CC1
Highest occupied orbital energy, eV: -9.4
Energy above the lowest of the compared OMol25 structures with the same formula, charge and spin, kcal/mol: 0.0
Orbital gap, Eh: 0.370
Energy, eV: -34931.1527
E_LUMO, eV: 0.66
Molar mass, g mol⁻¹: 304.5

=====

Below is a cluster of 8 separate species, C14H24Cl12O4 in total at a distorted geometry, with properties calculated with ωB97M-V/def2-TZVPD.

Positions of all 54 atoms, in Å:
C  3.437  -2.075  1.238
Cl  3.514  -1.113  -0.228
Cl  3.514  -3.779  0.774
H  4.289  -1.815  1.835
H  2.522  -1.914  1.771
C  1.945  2.067  -3.614
Cl  2.726  0.797  -2.707
Cl  2.180  1.857  -5.375
H  0.895  2.073  -3.507
H  2.466  2.917  -3.209
C  3.996  2.604  -0.110
Cl  4.980  2.851  1.364
Cl  3.186  4.197  -0.463
H  4.523  2.362  -1.061
H  3.184  1.920  -0.044
C  -3.559  2.023  -2.859
Cl  -2.111  1.034  -2.611
Cl  -4.427  1.627  -4.328
H  -4.216  1.825  -2.010
H  -3.340  3.075  -3.000
C  1.150  -6.537  0.299
Cl  -0.118  -6.686  1.518
Cl  0.495  -6.604  -1.375
H  1.658  -5.624  0.326
H  1.788  -7.361  0.448
C  1.250  -0.675  4.265
Cl  1.030  -2.364  3.677
Cl  2.719  0.215  3.849
H  0.337  -0.238  3.804
H  1.301  -0.611  5.374
O  -0.738  -0.364  1.047
C  -1.208  -1.288  0.485
O  -0.678  -1.724  -0.737
C  -1.342  -2.933  -1.069
C  -2.704  -2.950  -0.365
C  -2.292  -2.274  0.961
H  -0.771  -3.809  -0.653
H  -1.478  -3.009  -2.090
H  -3.083  -3.950  -0.239
H  -3.469  -2.414  -0.911
H  -1.611  -3.028  1.461
H  -3.051  -2.014  1.657
O  -3.723  4.092  -0.916
C  -2.702  4.023  -0.301
O  -1.494  3.994  -0.924
C  -0.381  3.786  -0.034
C  -1.012  3.294  1.282
C  -2.484  3.693  1.161
H  0.205  4.684  -0.036
H  0.183  3.013  -0.428
H  -0.635  3.627  2.226
H  -0.886  2.158  1.314
H  -2.849  4.541  1.759
H  -3.111  2.803  1.311

Results
Net charge: 0
SMILES: O=C1CCCO1.O=C1CCCO1.ClCCl.ClCCl.ClCCl.ClCCl.ClCCl.ClCCl
Highest occupied orbital energy, eV: -10.4
Energy above the lowest of the compared OMol25 structures with the same formula, charge and spin, kcal/mol: 0.0
Orbital gap, Eh: 0.394
Energy, eV: -173365.9169
E_LUMO, eV: 0.33
Molar mass, g mol⁻¹: 681.8